The following is a quantum chemistry calculation of C37H45FN4O2P2PdS2 as an isolated structure, from the Open Molecules 2025 dataset.

Positions of all 94 atoms, in Å:
Pd1 0.6112 -0.1671 0.2894
C1 -1.2564 0.4461 -4.0773
C2 -1.8697 0.1079 -2.7144
C3 -1.4889 1.1801 -1.6967
C4 -1.5881 -1.3425 -2.3383
C5 -2.6640 -2.2220 -2.4491
C6 -2.5051 -3.5919 -2.3346
C7 -1.2346 -4.1016 -2.1208
C8 -0.1372 -3.2646 -1.9681
C9 1.2301 -3.8937 -1.7407
C10 1.3585 -4.5536 -0.3674
C11 1.5705 -4.8905 -2.8489
C12 -0.3065 -1.8605 -2.0388
N1 0.8046 -1.0244 -1.7868
C13 1.7960 -1.1012 -2.7223
C14 1.5857 -1.4280 -4.0809
C15 2.6116 -1.4717 -5.0101
C16 3.9251 -1.2144 -4.6441
C17 4.1866 -0.9548 -3.3033
C18 3.1531 -0.9215 -2.3986
F1 3.4897 -0.8137 -1.0787
H1 -1.6578 1.3945 -4.4394
H2 -1.4793 -0.3232 -4.8181
H3 -0.1730 0.5413 -4.0017
H4 -2.9570 0.1606 -2.8312
H5 -0.4781 1.0225 -1.3160
H6 -2.1701 1.1869 -0.8448
H7 -1.5177 2.1653 -2.1696
H8 -3.6460 -1.8163 -2.6649
H9 -3.3545 -4.2545 -2.4443
H10 -1.0966 -5.1756 -2.0625
H11 1.9749 -3.1038 -1.7708
H12 0.5949 -5.3223 -0.2154
H13 1.2868 -3.8141 0.4332
H14 2.3331 -5.0359 -0.2724
H15 0.9117 -5.7610 -2.8246
H16 2.5950 -5.2482 -2.7337
H17 1.4832 -4.4233 -3.8306
H18 0.5767 -1.6456 -4.4049
H19 2.3734 -1.7125 -6.0386
H20 4.7284 -1.2458 -5.3660
H21 5.1954 -0.8149 -2.9363
C19 -0.4482 1.9295 3.2136
P1 0.3926 0.4084 2.6161
C20 -0.2940 -0.8342 3.7635
C21 2.0994 0.7098 3.1989
C22 2.5368 0.4738 4.4968
C23 3.8433 0.7550 4.8673
C24 4.7212 1.2888 3.9385
C25 4.2946 1.5355 2.6422
C26 2.9888 1.2491 2.2535
P2 2.4055 1.4562 0.5256
C27 3.9225 1.9967 -0.3436
C28 1.5337 3.0833 0.5497
H22 -0.7502 1.8043 4.2545
H23 -1.3290 2.1346 2.6101
H24 0.2333 2.7768 3.1477
H25 -0.0491 -0.6052 4.8006
H26 0.0701 -1.8287 3.5105
H27 -1.3795 -0.8202 3.6619
H28 1.8646 0.0562 5.2346
H29 4.1725 0.5538 5.8782
H30 5.7434 1.5079 4.2180
H31 4.9992 1.9426 1.9310
H32 4.6981 1.2367 -0.3013
H33 4.2887 2.9388 0.0680
H34 3.6597 2.1432 -1.3919
H35 2.0070 3.7963 1.2270
H36 0.4846 2.9623 0.8138
H37 1.5785 3.4837 -0.4648
N2 -2.8283 6.5675 2.1210
C29 -3.1997 5.2472 1.9919
C30 -3.1580 4.6195 0.7395
C31 -3.4887 3.2877 0.6136
C32 -3.8429 2.5552 1.7414
C33 -3.8999 3.1645 2.9867
C34 -3.5835 4.5033 3.1109
S1 -4.2190 0.8560 1.6001
O1 -5.0450 0.6340 0.4469
O2 -4.6465 0.3752 2.8862
N3 -2.7205 0.2107 1.2891
C35 -2.6255 -1.0564 1.1058
S2 -3.9813 -2.2246 1.1563
C36 -2.8724 -3.4841 1.0128
C37 -1.5675 -2.9936 0.9004
N4 -1.4190 -1.6860 0.9158
H38 -2.8357 7.1317 1.2888
H39 -3.1262 7.0502 2.9512
H40 -2.8682 5.1888 -0.1347
H41 -3.4689 2.8138 -0.3581
H42 -4.1845 2.5801 3.8503
H43 -3.6256 4.9811 4.0818
H44 -3.1712 -4.5175 0.9812
H45 -0.7063 -3.6299 0.7840

Values from the calculation:
Energy relative to the best compared isomer or geometry (same formula, charge and spin) (kcal per mole): 1.6
Lowest unoccupied orbital energy (alpha / beta) (eV): 0.51 / -2.24
⟨S²⟩: 2.0269
2S+1: 3
Highest occupied orbital energy (alpha / beta) (eV): -6.3 / -6.2
E_tot (eV): -95600.0574
M (g/mol): 829.29
Frontier orbital gap (alpha / beta) (eV): 6.798 / 3.992

Here are the Löwdin charges for atoms 1 to 6, given in e: number 1, Pd, carries 0.4117; number 2, C, carries -0.0598; number 3, C, carries -0.3507; number 4, C, carries -0.0783; number 5, C, carries -0.1426; number 6, C, carries -0.0541

The following is a quantum chemistry calculation of C37H46AuN4 as an isolated structure, from the Open Molecules 2025 dataset.

Positions of all 88 atoms, in Å:
Au1 0.5015 -0.5545 -0.1235
N1 -0.8217 -2.1321 1.0001
N2 0.1544 -3.3170 -1.4617
C1 2.7652 -0.0086 -0.2636
C2 2.8843 -1.3577 0.2206
C3 2.3485 -1.4119 1.5336
C4 2.2799 -2.5975 2.4250
H1 2.3057 -3.5332 1.8486
H2 1.3584 -2.5935 3.0297
H3 3.1316 -2.6094 3.1287
C5 1.8616 -0.1189 1.8627
C6 1.2416 0.2515 3.1491
H4 1.9706 0.6369 3.8868
H5 0.6876 -0.5823 3.6047
H6 0.5002 1.0201 2.8990
C7 2.1105 0.7708 0.7537
C8 1.8551 2.2331 0.6791
H7 0.9858 2.4927 1.2950
H8 1.6014 2.5250 -0.3505
H9 2.7153 2.8453 0.9994
C9 3.4462 -2.5064 -0.5295
H10 4.5221 -2.6267 -0.3062
H11 3.3348 -2.3668 -1.6166
H12 2.9331 -3.4421 -0.2560
C10 3.2634 0.5351 -1.5494
H13 2.4854 1.1668 -2.0052
H14 3.4949 -0.2724 -2.2542
H15 4.1741 1.1508 -1.4332
C11 -1.4349 -1.6063 2.0594
H16 -1.5294 -0.5165 2.0427
C12 -1.9230 -2.3986 3.1010
H17 -2.4975 -1.9437 3.8880
C13 -1.6466 -3.7802 3.0533
H18 -1.9992 -4.4115 3.8621
C14 -0.9460 -4.3020 1.9799
H19 -0.6912 -5.3552 1.9006
C15 -0.5381 -3.4586 0.8874
C16 0.1195 -3.9617 -0.2554
H20 0.3342 -5.0279 -0.3051
C17 0.1139 -1.9445 -1.5855
C18 0.2532 -3.9083 -2.7422
H21 0.2197 -4.9692 -2.8863
C19 0.2585 -2.9305 -3.6390
H22 0.2158 -2.9441 -4.7033
N3 0.2256 -1.7221 -2.9457
C20 0.0297 -0.4469 -3.5623
C21 1.0467 0.1444 -4.3237
C22 0.8583 1.4574 -4.7991
H23 1.6413 1.9299 -5.3989
C23 -0.3263 2.1497 -4.5571
C24 -0.5431 3.5534 -5.0458
H24 -0.4265 4.2983 -4.2458
H25 -1.5573 3.6679 -5.4485
H26 0.1750 3.7909 -5.8363
C25 -1.3582 1.4952 -3.8848
H27 -2.2979 2.0296 -3.7462
C26 -1.2057 0.1837 -3.3979
C27 -2.3198 -0.5424 -2.7216
H28 -2.7780 -1.3112 -3.3672
H29 -3.0922 0.1665 -2.4181
H30 -1.9493 -1.0443 -1.8174
C28 2.2998 -0.5815 -4.6838
H31 2.1974 -1.0677 -5.6670
H32 2.5737 -1.3516 -3.9539
H33 3.1246 0.1415 -4.7635
C29 -2.2662 0.9367 4.2668
N4 -1.9229 2.3779 4.2221
C30 -1.3912 2.8314 5.5419
C31 -1.0245 2.8487 3.1041
C32 -1.5457 2.3967 1.7793
C33 -2.6870 3.1274 1.3835
C34 -3.1749 3.0374 0.0597
C35 -2.5401 2.1734 -0.8576
C36 -1.4550 1.4080 -0.4127
C37 -1.0512 1.4759 0.8969
H34 -1.3648 0.3181 4.3985
H35 -2.7990 0.6633 3.3536
H36 -2.9296 0.7998 5.1278
H37 -2.8005 2.8855 4.0407
H38 -0.4404 2.3116 5.7442
H39 -1.2217 3.9165 5.4794
H40 -2.1347 2.5961 6.3197
H41 -1.0819 3.9279 3.1922
H42 -0.0054 2.5409 3.3696
H43 -3.1363 3.8283 2.0877
H44 -3.9913 3.6574 -0.2806
H45 -2.8398 2.0635 -1.9142
H46 -0.9139 0.7988 -1.1419

Values from the calculation:
Energy relative to the best compared isomer or geometry (same formula, charge and spin) (kcal per mole): 19.5
Lowest unoccupied orbital energy (alpha / beta) (eV): 2.49 / 2.39
⟨S²⟩: 2.0115
2S+1: 3
Charge: -1
Highest occupied orbital energy (alpha / beta) (eV): -0.3 / -3.0
E_tot (eV): -48760.9211
M (g/mol): 743.77
Frontier orbital gap (alpha / beta) (eV): 2.745 / 5.417

Here are the Löwdin charges for atoms 1 to 6, given in e: number 1, Au, carries 1.0858; number 2, N, carries 0.0125; number 3, N, carries -0.0691; number 4, C, carries -0.2923; number 5, C, carries -0.2648; number 6, C, carries -0.2694